Record 1
Computed, not measured: a 2-piece molecular cluster, C8H17N2 overall at a distorted geometry, with ωB97M-V with the def2-TZVPD basis set.

As for the electronic energy: -11540.1298 eV. The value obtained for the HOMO energy (alpha / beta) is -12.2 / -12.2 eV. Its HOMO-LUMO gap (alpha / beta) is 8.93 / 8.93 eV. Its LUMO energy (alpha / beta) is -3.245 / -3.245 eV. The calculation puts the relative energy (zero: lowest compared OMol25 entry of this formula, charge and spin) at 6.0651 eV.

Structure (ORCA input):
```
! wB97M-V def2-TZVPD RIJCOSX def2/J DEFGRID3
* xyz 1 1
C -0.028 0.130 -0.232
C 0.720 0.484 -1.274
C -0.718 -2.042 0.395
C 1.059 1.935 -1.783
C 1.386 -0.594 -1.999
C 0.562 -2.610 0.599
C -2.024 1.292 0.715
C -0.136 0.827 2.117
N -1.926 -2.011 0.554
N -0.559 1.126 0.749
H 0.805 2.553 -0.899
H 0.528 2.354 -2.636
H 2.223 2.041 -1.933
H 2.406 -0.780 -1.548
H 1.757 -0.287 -2.980
H 1.057 -1.585 -2.092
H 1.344 -2.151 0.017
H 0.564 -3.741 0.705
H 1.014 -2.358 1.586
H -2.302 1.149 -0.332
H -2.502 0.472 1.171
H -2.337 2.252 1.123
H -0.461 -0.256 2.356
H 0.986 0.710 2.248
H -0.521 1.669 2.612
H -2.655 -2.726 0.383
H -0.240 2.144 0.380
*
```

***

Record 2
Computed, not measured: an isolated ion of composition C8H17N2 and charge +1 at a distorted geometry, with ωB97M-V with the def2-TZVPD basis set.

As for the electronic energy: -11539.2371 eV. The value obtained for the HOMO energy (alpha / beta) is -9.2 / -14.3 eV. Its HOMO-LUMO gap (alpha / beta) is 6.65 / 7.04 eV. Its LUMO energy (alpha / beta) is -2.529 / -7.250 eV. The calculation puts the relative energy (zero: lowest compared OMol25 entry of this formula, charge and spin) at 1.9369 eV.

Structure (ORCA input):
```
! wB97M-V def2-TZVPD RIJCOSX def2/J DEFGRID3
* xyz 1 3
C 0.102 -0.111 -0.185
C -2.247 0.343 -0.565
C -1.933 -1.155 -0.507
C -0.970 1.119 -0.311
C -0.929 2.049 0.939
C -0.096 -2.582 0.276
C 1.860 1.580 -0.595
C 2.359 -0.751 0.187
N -0.576 -1.228 0.060
N 1.364 0.210 -0.254
H -2.638 0.482 -1.547
H -3.064 0.556 0.136
H -2.721 -1.842 0.021
H -1.872 -1.508 -1.640
H -0.741 1.837 -1.080
H -1.072 1.579 1.933
H -1.710 2.630 0.625
H -0.022 2.684 1.026
H 0.508 -2.786 1.180
H 0.592 -2.883 -0.626
H -0.901 -3.235 0.273
H 2.119 2.460 0.147
H 2.719 1.373 -1.172
H 1.079 2.000 -1.334
H 3.423 -0.407 -0.212
H 2.306 -0.753 1.401
H 2.174 -1.866 -0.175
*
```

***

Record 3
Computed, not measured: one molecule with the formula C8H17N3O3 at a distorted geometry, with ωB97M-V with the def2-TZVPD basis set.

As for the electronic energy: -19182.6383 eV. As for the SMILES: NCCCC[C@H](N)C(=O)NCC(=O)O. The value obtained for the HOMO energy is -8.8 eV. Its HOMO-LUMO gap is 8.85 eV. Its LUMO energy is 0.056 eV. The calculation puts the relative energy (zero: lowest compared OMol25 entry of this formula, charge and spin) at 2.3717 eV.

Structure (ORCA input):
```
! wB97M-V def2-TZVPD RIJCOSX def2/J DEFGRID3
* xyz 0 1
N -1.415 2.755 2.906
C -1.379 1.388 2.589
C 0.026 0.975 2.898
C 0.637 -0.238 2.358
C 1.012 0.026 0.847
C 1.030 -1.138 -0.127
N 1.977 -0.745 -1.156
C -0.418 -1.409 -0.514
O -1.264 -1.420 0.397
N -0.764 -1.517 -1.832
C -0.085 -1.070 -3.107
C -1.029 -0.978 -4.178
O -2.208 -1.415 -4.149
O -0.624 -0.306 -5.273
H -0.552 3.254 3.115
H -1.865 3.383 2.287
H -1.543 1.095 1.464
H -2.099 0.771 3.203
H 0.200 1.017 3.980
H 0.676 1.758 2.531
H -0.092 -1.058 2.508
H 1.529 -0.580 2.991
H 0.488 0.877 0.340
H 2.014 0.540 0.990
H 1.587 -1.869 0.486
H 2.866 -0.775 -0.592
H 1.829 0.243 -1.434
H -1.778 -1.745 -2.135
H 0.417 -0.200 -2.836
H 0.661 -1.933 -3.369
H 0.165 0.314 -5.189
*
```

***

Record 4
Computed, not measured: one molecule with the formula C8H17NO at a distorted geometry, with ωB97M-V with the def2-TZVPD basis set.

As for the electronic energy: -12104.8339 eV. As for the SMILES: CC[C@H]1OCCN1C(C)C. The value obtained for the HOMO energy is -8.5 eV. Its HOMO-LUMO gap is 9.49 eV. Its LUMO energy is 0.967 eV. The calculation puts the relative energy (zero: lowest compared OMol25 entry of this formula, charge and spin) at 5.5361 eV.

Structure (ORCA input):
```
! wB97M-V def2-TZVPD RIJCOSX def2/J DEFGRID3
* xyz 0 1
C -1.955 2.117 -0.172
C -2.156 0.548 0.098
C -0.891 -0.203 0.650
O -1.351 -1.471 0.810
C -0.981 -2.199 -0.430
C 0.379 -1.735 -0.810
N 0.179 -0.300 -0.401
C 1.193 0.452 0.165
C 1.916 -0.194 1.235
C 2.307 0.895 -0.756
H -2.775 2.433 -0.776
H -1.347 2.321 -1.037
H -1.828 2.780 0.692
H -2.483 0.211 -0.906
H -3.004 0.225 0.660
H -0.607 0.397 1.609
H -1.420 -3.294 0.001
H -1.816 -2.019 -1.029
H 0.538 -1.804 -1.943
H 1.275 -2.193 -0.436
H 0.784 1.285 0.685
H 2.448 -1.073 0.993
H 1.221 -0.695 1.884
H 2.665 0.507 1.739
H 2.628 -0.178 -1.068
H 2.055 1.764 -1.526
H 3.025 1.421 0.072
*
```